1.
DFT (ωB97M-V with the def2-TZVPD basis set) results for a 9-piece molecular cluster, C27H72O9 overall.

The calculation puts the relative energy (zero: lowest compared OMol25 entry of this formula, charge and spin) at 0.0 kJ/mol. As for the spin multiplicity: 2. The largest force on an atom comes out at 2.7 eV/A. Its net charge is -1. The frontier orbital gap (spin up / spin down) comes out at 1.55 / 9.31 eV. As for the LUMO energy (spin up / spin down): 2.30 / 2.23 eV.

Structure (XYZ):
```
108
Properties=species:S:1:pos:R:3:forces:R:3
C 0.743 -0.432 0.422 -0.6 0.1 -0.1
C 0.042 0.640 -0.472 0.7 -1.0 0.1
C -0.911 1.608 0.163 -0.7 -0.9 0.3
O 1.076 1.336 -1.087 1.0 1.7 0.0
H 1.278 -1.041 -0.306 0.4 -0.1 0.3
H 0.146 -1.125 1.016 -0.7 0.1 -0.3
H 1.414 -0.014 1.172 0.3 0.4 -0.4
H -0.402 0.140 -1.333 -1.0 -0.5 0.4
H -1.469 2.172 -0.585 0.2 0.2 0.0
H -0.474 2.269 0.911 0.2 -0.1 -0.1
H -1.634 0.952 0.648 -0.4 0.2 0.4
H 1.380 0.813 -1.832 0.5 -0.2 -0.6
C -1.623 -3.023 -2.194 -0.3 -0.9 0.6
C -0.113 -3.162 -1.918 -0.9 0.4 -0.2
C 0.211 -3.772 -0.568 -0.2 0.5 0.0
O 0.455 -3.937 -2.919 -0.4 -0.4 -1.1
H -2.119 -2.459 -1.405 0.2 0.6 -0.1
H -2.141 -3.979 -2.120 0.3 -0.5 0.0
H -1.913 -2.664 -3.182 0.5 0.4 0.1
H 0.256 -2.140 -2.000 0.4 0.3 0.3
H -0.148 -3.130 0.236 -0.2 -0.3 0.1
H 1.294 -3.826 -0.452 0.1 -0.2 0.0
H -0.221 -4.772 -0.531 0.0 0.0 0.2
H 1.303 -4.306 -2.661 0.4 -0.1 0.0
C -4.290 2.290 -2.898 0.2 0.6 0.6
C -5.031 1.010 -2.982 0.3 -1.8 -0.6
C -4.199 -0.110 -3.616 0.9 0.6 -0.7
O -5.394 0.551 -1.682 -0.5 0.4 0.0
H -4.885 3.056 -2.400 -0.2 0.1 -0.2
H -3.985 2.618 -3.891 0.1 0.1 0.1
H -3.431 2.163 -2.239 0.3 -0.1 -0.3
H -5.926 1.087 -3.600 -0.3 0.5 0.0
H -3.691 0.267 -4.504 0.0 0.1 -0.3
H -4.742 -0.988 -3.967 -0.3 0.0 0.4
H -3.373 -0.408 -2.970 -0.2 -0.1 0.3
H -5.906 -0.228 -1.909 -0.1 -0.3 0.6
C 2.410 2.028 -4.596 0.0 -0.7 -0.8
C 3.100 0.800 -4.012 0.7 0.2 0.9
C 4.154 1.193 -2.930 -0.6 -0.1 -0.5
O 2.146 -0.057 -3.398 0.0 0.2 1.6
H 3.101 2.741 -5.045 0.2 0.1 0.2
H 1.741 2.533 -3.900 0.2 -0.1 0.2
H 1.803 1.636 -5.413 -0.3 0.2 -0.2
H 3.573 0.158 -4.755 0.3 0.5 -0.5
H 4.489 0.346 -2.331 -0.2 -0.1 0.0
H 3.722 1.958 -2.285 0.0 -0.1 0.2
H 5.050 1.626 -3.373 -0.1 0.1 -0.3
H 1.519 -0.459 -4.004 -0.2 0.0 -0.8
C -1.592 -0.357 6.657 -0.4 0.2 -0.6
C -1.928 0.562 5.453 -0.9 0.8 -1.4
C -0.966 0.589 4.253 0.8 0.0 1.0
O -3.206 0.243 4.905 -0.8 -2.2 0.8
H -0.554 -0.352 6.988 0.1 0.6 -0.2
H -1.779 -1.415 6.475 -0.3 0.0 -0.4
H -2.238 -0.048 7.479 0.1 -0.1 0.1
H -2.151 1.570 5.804 1.1 0.4 0.5
H -1.391 0.908 3.302 -0.5 -0.1 0.3
H -0.543 -0.409 4.134 0.2 0.0 -0.2
H -0.173 1.309 4.455 0.4 -0.2 0.0
H -3.545 0.891 4.282 0.4 0.6 0.2
C -6.911 2.154 2.782 1.2 0.4 -0.4
C -5.369 1.912 2.507 -1.1 0.8 -0.8
C -4.848 2.621 1.218 -0.4 -0.9 0.4
O -4.609 2.415 3.596 -0.1 -0.3 0.4
H -7.077 3.220 2.941 0.1 0.3 -0.1
H -7.288 1.698 3.697 0.2 -0.5 -0.2
H -7.520 1.894 1.916 0.0 -0.3 0.1
H -5.204 0.836 2.446 0.2 0.0 0.0
H -5.184 2.100 0.321 -0.3 0.2 -0.1
H -3.759 2.584 1.175 0.0 0.0 0.3
H -5.147 3.669 1.204 -0.1 0.0 0.0
H -5.003 3.263 3.813 0.2 0.2 0.2
C 3.790 -3.022 -2.141 -0.2 -0.2 0.6
C 4.106 -4.471 -2.478 0.4 -0.4 -0.6
C 4.770 -5.279 -1.385 0.3 0.4 0.0
O 2.935 -5.209 -2.819 -1.3 0.6 0.2
H 3.348 -2.508 -2.994 -0.1 0.1 0.2
H 4.635 -2.448 -1.762 0.7 -0.2 -0.6
H 3.178 -2.938 -1.243 -0.8 -0.2 -0.2
H 4.691 -4.458 -3.397 0.6 0.0 0.1
H 4.749 -6.338 -1.642 0.1 0.0 0.0
H 4.197 -5.151 -0.467 0.1 0.0 0.2
H 5.803 -4.958 -1.254 0.1 0.0 0.3
H 3.125 -5.922 -3.434 0.2 0.1 -0.1
C 2.913 -2.897 2.215 -0.3 -0.2 0.5
C 3.847 -2.254 3.272 -0.3 1.0 -0.8
C 3.189 -1.056 3.956 -0.2 0.4 -0.1
O 4.197 -3.180 4.233 -0.3 -2.2 1.4
H 1.946 -3.139 2.655 -0.1 0.2 0.5
H 3.226 -3.875 1.850 0.6 0.2 -0.1
H 2.631 -2.270 1.369 0.6 0.3 0.0
H 4.829 -1.997 2.875 -0.3 0.7 -0.9
H 3.266 -0.140 3.371 -0.3 -0.1 -0.2
H 3.633 -0.801 4.918 0.5 -0.2 0.1
H 2.150 -1.255 4.219 -0.2 -0.1 -0.4
H 4.513 -2.729 5.019 0.0 0.0 -0.1
C 2.427 4.664 -1.322 -0.3 0.9 -0.1
C 2.058 4.594 0.155 -0.7 -0.5 0.2
C 0.570 4.914 0.413 0.7 0.2 -0.9
O 2.326 3.300 0.620 0.5 -0.4 0.9
H 1.815 4.041 -1.974 -0.3 -0.4 0.4
H 3.458 4.384 -1.542 0.1 0.2 0.3
H 2.207 5.676 -1.662 0.4 0.3 -0.2
H 2.638 5.260 0.794 0.4 0.1 -0.3
H 0.393 5.990 0.412 -0.1 0.1 -0.1
H 0.220 4.501 1.359 0.1 -0.1 -0.1
H 0.074 4.470 -0.450 -0.7 0.0 0.3
H 1.748 2.686 0.161 0.0 -0.5 -0.5
```
Forces are in eV/Å.

---

2.
DFT (ωB97M-V with the def2-TZVPD basis set) results for C27H74FeN3O13 as an isolated structure.

As for the spin multiplicity: 6. The largest force on an atom comes out at 3.0 eV/A. The frontier orbital gap (spin up / spin down) comes out at 8.17 / 8.17 eV. As for the LUMO energy (spin up / spin down): 0.07 / 0.01 eV.

Structure (XYZ):
```
118
Properties=species:S:1:pos:R:3:forces:R:3
Fe -0.168 0.710 1.322 -0.1 -0.7 -0.6
C 3.335 -1.404 3.346 -0.5 1.6 -0.2
C 2.109 -2.008 2.745 -0.2 -0.6 0.1
C 1.842 -3.403 3.321 0.6 0.7 -0.3
C 1.643 -3.419 4.809 -0.7 0.7 1.2
C 0.482 -2.439 5.156 -1.1 -1.0 0.0
C 0.637 -1.046 4.552 -0.3 0.8 -0.9
N 0.924 -1.219 3.071 -0.4 0.8 0.2
O 1.121 0.092 2.513 -0.1 -0.2 0.3
C 1.572 -0.030 5.310 -0.2 -1.6 0.7
C -0.688 -0.262 4.520 -1.2 -0.6 -0.4
C 2.340 -2.101 1.244 -0.1 -0.8 -0.6
H 3.460 -0.407 2.907 0.1 0.0 0.1
H 4.152 -1.967 3.034 1.7 -1.1 -0.1
H 3.251 -1.268 4.406 0.5 -0.4 0.2
H 2.671 -4.027 3.024 0.3 -0.4 -0.1
H 0.949 -3.769 2.842 -0.4 -0.3 -0.2
H 2.492 -3.093 5.413 0.4 -0.3 -0.4
H 1.399 -4.449 5.099 -0.1 0.3 0.3
H 0.202 -2.339 6.246 0.6 -0.2 -1.0
H -0.405 -2.936 4.670 0.4 0.8 0.4
H 2.439 -0.516 5.799 -0.5 0.4 -0.2
H 0.946 0.404 6.116 0.6 0.2 -0.5
H 1.909 0.673 4.559 0.0 0.2 0.4
H -1.465 -0.759 3.845 1.0 0.6 0.8
H -0.427 0.715 4.094 -0.4 -0.1 0.3
H -1.120 -0.127 5.532 0.2 -0.1 -0.4
H 3.321 -2.563 1.024 -0.4 0.2 0.3
H 2.336 -1.144 0.748 0.0 0.2 0.2
H 1.605 -2.725 0.701 0.1 0.1 0.5
C -1.466 -0.483 -4.282 1.3 0.0 1.1
C -0.057 -0.273 -4.881 -0.6 1.5 -1.4
C -0.284 0.326 -6.329 -0.8 0.6 0.5
C 0.915 1.018 -6.928 -0.2 -0.2 0.3
C 1.235 2.154 -6.006 0.5 1.7 -0.6
C 1.587 1.717 -4.605 0.1 0.3 1.3
N 0.572 0.781 -4.054 -0.7 0.2 -0.7
O 1.075 0.165 -2.890 -0.3 0.3 0.2
C 1.490 2.932 -3.641 -1.6 1.5 -0.8
C 2.976 1.158 -4.597 0.2 -2.4 1.8
C 0.832 -1.470 -5.065 -1.1 -1.5 0.0
H -2.082 0.411 -4.268 0.4 0.4 -0.1
H -1.398 -0.849 -3.243 0.1 0.1 -0.3
H -2.017 -1.201 -4.811 -0.7 -1.3 -0.9
H -1.049 1.099 -6.215 -0.2 0.0 0.0
H -0.691 -0.367 -7.059 -0.1 -0.7 0.4
H 0.739 1.338 -7.953 -0.2 0.2 0.0
H 1.701 0.293 -6.989 0.9 -0.2 -0.1
H 0.350 2.784 -5.919 -0.3 0.1 -0.2
H 2.032 2.856 -6.425 -0.7 -1.0 0.7
H 2.000 3.868 -3.970 0.3 -0.9 0.0
H 1.753 2.744 -2.598 -0.1 -0.3 -0.2
H 0.399 3.264 -3.709 1.2 -0.5 0.5
H 3.037 0.119 -5.010 0.1 1.1 -0.1
H 3.316 1.026 -3.551 -0.2 0.1 -0.4
H 3.643 1.834 -5.042 1.0 0.8 -0.9
H 1.293 -1.867 -4.151 0.2 0.4 -0.4
H 1.482 -1.225 -5.885 1.0 -0.2 0.2
H 0.238 -2.296 -5.484 -0.1 0.1 0.2
C -2.705 1.365 -1.468 -2.6 -0.2 0.0
C -3.395 0.175 -0.773 0.6 -1.1 1.7
C -4.030 -0.724 -1.834 -0.3 -1.2 0.8
C -4.633 -2.082 -1.331 0.7 0.4 0.0
C -3.458 -2.825 -0.651 -2.0 -0.4 1.2
C -2.845 -2.086 0.544 0.9 1.0 0.4
N -2.391 -0.702 0.032 -1.1 -0.2 -0.9
O -1.927 0.086 1.066 0.0 0.1 0.9
C -1.597 -2.880 1.033 -0.3 0.9 -0.2
C -3.731 -1.970 1.842 -1.3 0.9 -2.3
C -4.486 0.776 0.129 -0.8 -0.3 -1.2
H -2.609 2.270 -0.889 -0.1 0.1 0.6
H -3.501 1.568 -2.238 1.2 0.3 0.2
H -1.772 1.165 -1.881 1.5 -0.6 -1.0
H -3.284 -0.926 -2.585 0.1 -0.2 -0.4
H -4.818 -0.172 -2.277 -0.8 0.8 -0.7
H -5.072 -2.653 -2.198 0.6 0.5 0.9
H -5.458 -1.918 -0.604 0.5 0.0 -0.4
H -2.739 -3.100 -1.377 1.1 0.2 -0.8
H -3.763 -3.804 -0.254 -0.3 0.1 0.0
H -0.993 -2.276 1.715 0.4 0.1 -0.5
H -1.046 -3.479 0.312 0.3 0.7 -0.5
H -1.965 -3.627 1.666 -0.8 -1.3 1.1
H -3.203 -1.429 2.619 0.1 0.1 0.0
H -3.996 -2.968 2.169 -0.1 -0.1 0.2
H -4.684 -1.410 1.554 1.2 -0.7 0.7
H -4.892 1.629 -0.449 0.2 0.0 0.8
H -4.176 1.011 1.136 0.3 0.4 0.0
H -5.330 0.090 0.174 -0.1 -0.1 0.3
O 0.091 -0.809 -0.382 1.7 0.6 0.0
H -0.863 -0.945 -0.406 -1.7 -0.5 -0.5
H 0.564 -1.608 -0.640 0.2 0.1 0.2
O 3.015 2.494 3.111 -0.8 -0.7 -1.0
H 3.387 2.779 3.923 0.7 0.6 1.1
H 2.265 1.938 3.379 0.1 -0.1 -0.4
O 3.296 0.934 0.041 0.2 0.4 -1.0
H 2.361 1.056 0.284 -0.4 0.3 -0.1
H 3.762 0.693 0.823 0.5 -0.3 1.0
O 1.674 4.357 1.458 -0.8 -0.6 0.6
H 2.140 3.560 1.766 0.2 0.3 0.1
H 2.250 4.750 0.818 0.7 0.4 -0.6
O -1.298 2.259 2.239 -0.9 -1.0 -0.4
H -1.025 2.895 2.896 0.5 0.6 0.7
H -2.163 1.865 2.510 0.6 0.4 -0.2
O 0.785 1.741 0.121 -0.3 1.2 0.3
H 0.404 0.286 -2.196 0.3 0.2 0.0
H 0.741 2.687 0.378 0.2 -0.5 -0.3
O -3.597 1.762 4.084 -0.4 -0.6 0.3
H -3.119 1.185 4.712 -0.4 0.3 -0.4
H -4.525 1.436 4.077 1.0 0.3 0.0
O 2.841 -1.361 -1.589 -0.8 -1.5 -1.1
H 3.089 -0.559 -1.161 0.4 1.3 0.7
H 2.120 -1.089 -2.194 0.8 0.0 0.2
O 4.398 3.968 -0.386 -1.3 -0.7 -0.2
H 3.873 3.144 -0.181 0.9 0.7 -0.3
H 4.019 4.265 -1.235 0.4 -0.3 0.5
O 0.261 3.818 3.894 -0.2 0.0 2.2
H 0.894 4.344 3.396 0.2 0.3 -0.2
H 0.372 4.024 4.872 -0.1 -0.3 -2.1
```
Forces are in eV/Å.

---

Number 1: DFT total energy -47591.7662 eV. Number 2: DFT total energy -94672.4686 eV.